# 1
Formula: C15H14N4O4S
Source: the Open Molecules 2025 dataset
Level of theory: ωB97M-V/def2-TZVPD

```
! RIJCOSX wB97M-V def2-TZVPD def2/J DEFGRID3
* xyz 0 1
O -1.8016 -2.0651 -1.2974
C -2.3831 -1.7252 -0.2877
N -1.7655 -1.2915 0.8472
C -0.4313 -0.8324 1.0108
O -0.1385 -0.2865 2.0475
N 0.3511 -1.0754 -0.0568
C 1.6963 -0.7420 -0.2370
C 2.4606 -0.1323 0.7474
C 3.7947 0.1678 0.5063
C 4.3662 -0.1201 -0.7365
C 3.5974 -0.7470 -1.7093
C 2.2779 -1.0617 -1.4639
H 1.6884 -1.5508 -2.2244
H 4.0590 -0.9758 -2.6562
O 5.6685 0.2005 -1.0365
C 6.2384 1.1127 -0.1256
C 5.9093 0.6992 1.3083
H 6.3545 1.3839 2.0315
O 4.5162 0.7432 1.5194
H 6.2836 -0.3188 1.4844
H 7.3143 1.1007 -0.3062
H 5.8441 2.1221 -0.3086
H 2.0389 0.1099 1.7077
H -0.1104 -1.5318 -0.8458
H -2.3496 -1.0678 1.6458
C -3.8845 -1.9154 -0.1545
H -4.0929 -2.8352 0.3940
H -4.3153 -1.9852 -1.1531
S -4.7277 -0.5908 0.7718
C -3.9750 0.7904 0.0170
N -3.0106 0.5380 -0.8562
C -2.4059 1.5781 -1.4014
C -2.7644 2.8790 -1.0816
C -3.7965 3.0223 -0.1608
N -4.4023 1.9866 0.3890
H -4.1554 3.9932 0.1538
H -2.2704 3.7284 -1.5209
H -1.6188 1.3430 -2.1056
*
```

Output
HOMO-LUMO gap in eV: 8.25
SMILES: O=C(CSc1ncccn1)NC(=O)Nc1ccc2c(c1)OCCO2
Highest occupied orbital energy in eV: -7.8
Energy above the lowest of the compared OMol25 structures with the same formula, charge and spin in kcal per mole: 11.4


# 2
Formula: CH4N2Si
Source: the Open Molecules 2025 dataset
Level of theory: ωB97M-V/def2-TZVPD

```
! RIJCOSX wB97M-V def2-TZVPD def2/J DEFGRID3
* xyz 0 1
C -1.2559 -0.1541 0.0143
N -0.2949 0.3845 -0.8629
N -0.2680 0.7849 0.6031
Si 1.1768 -0.0235 -0.0751
H -2.2600 0.4525 -0.2127
H -1.1579 -1.1669 0.2396
H 1.7130 -1.1508 0.7942
H 2.3471 0.8734 -0.5005
*
```

Output
HOMO-LUMO gap in eV: 9.04
Highest occupied orbital energy in eV: -8.7
Energy above the lowest of the compared OMol25 structures with the same formula, charge and spin in kcal per mole: 78.7


# 3
Formula: C13H26O2S
Source: the Open Molecules 2025 dataset
Level of theory: ωB97M-V/def2-TZVPD

```
! RIJCOSX wB97M-V def2-TZVPD def2/J DEFGRID3
* xyz 0 1
C -0.4817 -3.4034 1.4069
C -0.7114 -2.0144 0.7930
C -1.3244 -2.1914 -0.5888
C -1.3457 -0.9194 -1.4714
C -2.4740 0.1335 -1.1424
C -2.6677 0.6673 0.2512
C -1.5091 1.5530 0.7698
C -1.0439 2.6161 -0.1916
C 0.1487 3.4157 0.3190
C 1.5533 2.9057 -0.1332
C 1.9719 1.4778 0.3360
C 3.7351 -0.6416 0.2107
C 2.7697 -1.4290 -0.6333
H -1.4810 -3.9001 1.4616
H 0.2230 -4.0052 0.7572
H -0.0201 -3.3492 2.4504
H -1.4473 -1.5122 1.4142
H 0.2525 -1.4541 0.7830
H -0.6922 -2.8809 -1.1911
H -2.3058 -2.7320 -0.4762
H -1.4153 -1.2395 -2.5399
H -0.3826 -0.4216 -1.5326
H -3.4894 -0.2681 -1.4392
H -2.3536 1.0116 -1.9204
H -2.9447 -0.0842 1.0188
H -3.5508 1.3188 0.2034
H -0.6106 0.9066 1.0150
H -1.8590 1.9785 1.7156
H -0.5520 2.0888 -1.0781
H -1.8728 3.2749 -0.5903
H 0.2126 3.5329 1.4523
H 0.1036 4.4174 -0.1828
H 1.5714 2.8722 -1.2341
H 2.3306 3.6511 0.0407
H 1.6819 1.4063 1.4323
H 1.1890 0.8887 -0.2003
H 4.7122 -1.1143 -0.0082
H 3.4484 -0.7707 1.2276
H 2.2425 -3.2102 -0.8237
O 2.8810 -2.7124 -0.2474
O 1.8214 -0.9848 -1.3568
S 3.6864 1.1218 -0.0768
*
```

Output
HOMO-LUMO gap in eV: 9.44
SMILES: CCCCCCCCCCCSCC(=O)O
Highest occupied orbital energy in eV: -8.8
Energy above the lowest of the compared OMol25 structures with the same formula, charge and spin in kcal per mole: 0.0


# 4
Formula: C23H48Br10N4O3
Source: the Open Molecules 2025 dataset
Level of theory: ωB97M-V/def2-TZVPD

```
! RIJCOSX wB97M-V def2-TZVPD def2/J DEFGRID3
* xyz 0 1
C -1.1852 2.9652 1.7048
O -1.5904 2.6769 0.6037
N -0.1402 3.7297 1.9765
C 0.4955 3.8024 3.3013
C 0.4856 4.5656 0.9319
H -1.7685 2.6737 2.5919
H 0.1862 2.9265 3.8716
H 0.1293 4.6436 3.8898
H 1.5704 3.9816 3.2779
H 1.4580 4.1259 0.7101
H -0.0975 4.7068 0.0219
H 0.7825 5.5847 1.1799
C -4.3539 3.3941 -1.8398
O -4.1856 4.2793 -2.6877
N -5.4178 2.5620 -1.9134
C -5.5494 1.5117 -0.8690
C -6.3864 2.6662 -3.0004
H -3.6529 3.1436 -1.0285
H -5.0443 1.7945 0.0546
H -4.9694 0.6957 -1.3001
H -6.5615 1.1144 -0.7924
H -5.8435 2.9273 -3.9088
H -7.0272 1.7974 -3.1508
H -6.9485 3.5949 -2.9020
C 5.0281 2.9897 0.7568
O 4.2974 3.9588 0.9076
N 4.5441 1.7588 0.3657
C 5.5894 0.8816 -0.1554
C 3.1209 1.3931 0.5012
H 6.0847 3.1589 0.4976
H 6.5485 1.3993 -0.1741
H 5.3084 0.6997 -1.1927
H 5.7783 -0.0676 0.3462
H 2.5736 1.1379 -0.4062
H 3.0676 0.4871 1.1048
H 2.6409 2.1816 1.0809
C -1.3124 -1.3650 -1.6022
C -2.0513 -0.4801 -0.6630
C -1.9356 -0.6024 0.8621
C -0.5802 -0.7294 1.4669
N 0.4796 -0.7921 1.9117
H -0.2412 -1.3072 -1.4089
H -1.3155 -1.0839 -2.6553
H -1.7016 -2.3824 -1.5637
H -3.0927 -0.3949 -0.9733
H -1.6989 0.5072 -0.9618
H -2.5513 -1.4800 1.0591
H -2.4779 0.1166 1.4761
Br 4.6847 -4.7125 -1.3826
C 2.9960 -3.6690 -1.2898
C 2.9316 -2.4405 -2.2529
Br 2.8039 -2.8382 -4.2221
H 2.9475 -3.2395 -0.2892
H 2.1695 -4.2703 -1.6685
H 3.7015 -1.6758 -2.1494
H 2.0911 -1.7841 -2.0275
Br -1.9269 -3.7184 2.5862
C -1.1846 -3.3760 4.4196
C 0.2477 -3.9187 4.3626
Br 1.1025 -4.0269 6.1574
H -1.7641 -3.9565 5.1375
H -1.1904 -2.2915 4.5280
H 0.9296 -3.4481 3.6543
H 0.1037 -4.9132 3.9403
Br 1.0403 5.1242 -2.4543
C 0.4237 3.4268 -3.3691
C -0.9245 3.0020 -2.6342
Br -1.8892 1.7931 -3.9029
H 1.2160 2.6853 -3.2662
H 0.3599 3.7330 -4.4133
H -1.5401 3.8634 -2.3753
H -0.7935 2.3454 -1.7740
Br 2.5199 -0.0402 5.3347
C 4.1944 -0.4424 4.3291
C 3.9803 -1.6703 3.3904
Br 5.7405 -2.2461 2.6422
H 4.8880 -0.7172 5.1238
H 4.6315 0.4720 3.9278
H 3.3064 -1.3862 2.5821
H 3.5672 -2.5360 3.9082
Br -3.0854 -4.4309 -5.1007
C -2.4367 -6.1416 -4.2192
C -3.0729 -6.3881 -2.7885
Br -2.3266 -5.0673 -1.6010
H -1.3487 -6.0994 -4.1687
H -2.6828 -6.9921 -4.8550
H -2.7519 -7.3883 -2.4976
H -4.1475 -6.4689 -2.6253
*
```

Output
HOMO-LUMO gap in eV: 9.20
SMILES: CN(C)C=O.CN(C)C=O.CN(C)C=O.BrCCBr.BrCCBr.BrCCBr.BrCCBr.BrCCBr.CCCC#N
Highest occupied orbital energy in eV: -9.0


# 5
Formula: C6H22O5
Source: the Open Molecules 2025 dataset
Level of theory: ωB97M-V/def2-TZVPD

```
! RIJCOSX wB97M-V def2-TZVPD def2/J DEFGRID3
* xyz 0 1
C 3.1129 1.8270 -0.0408
C 1.6962 1.6161 0.4734
C 1.4275 0.1700 0.9124
C 1.4103 -0.8654 -0.2226
C -0.5418 -1.7793 -1.4851
C 0.2054 -0.7485 -1.1077
H 3.2958 2.8818 -0.2404
H 3.3270 1.2656 -0.9551
H 3.8478 1.5105 0.6998
H 1.4861 2.2681 1.3149
H 0.9641 1.8910 -0.2860
H 0.4761 0.1321 1.4590
H 2.1985 -0.1027 1.6402
H 1.4684 -1.8562 0.2068
H 2.2985 -0.7291 -0.8382
H -0.3519 -2.7938 -1.1433
H -1.3895 -1.7078 -2.1652
H -0.0446 0.2567 -1.4337
H -1.2929 3.6027 2.3523
H -1.3724 2.1319 1.8622
O -0.7384 2.8389 2.1328
H -2.3640 0.0076 1.5527
H -2.9238 0.9897 0.5234
O -2.6915 0.9257 1.4703
H -1.3611 -2.0343 2.3723
H -0.9369 -1.8015 0.9235
O -1.7014 -1.7695 1.5114
H 1.6079 -2.4738 -2.5311
H 2.6944 -2.9730 -3.5117
O 2.5178 -2.8091 -2.5818
H -2.9121 -0.2808 -1.4563
H -4.3356 0.2675 -1.2478
O -3.4073 0.5275 -1.2826
*
```

Output
HOMO-LUMO gap in eV: 10.78
SMILES: C=CCCCC.O.O.O.O.O
Highest occupied orbital energy in eV: -10.3
Energy above the lowest of the compared OMol25 structures with the same formula, charge and spin in kcal per mole: 5.7


# 6
Formula: C20H18N3OTc
Source: the Open Molecules 2025 dataset
Level of theory: ωB97M-V/def2-TZVPD

```
! RIJCOSX wB97M-V def2-TZVPD def2/J DEFGRID3
* xyz 1 4
C 2.0588 2.1682 2.1108
C 2.8720 1.1068 1.5440
C 2.4764 0.9316 0.1621
H 3.6772 0.5896 2.0509
C 1.4091 1.8399 -0.1098
C 1.0737 2.5707 1.0966
H 0.3440 3.3651 1.1561
H 2.2985 2.7070 3.0216
H 2.8606 0.1789 -0.5304
H 0.9411 1.9935 -1.0800
C -0.3653 -1.1907 2.7324
C 0.3055 -0.3567 3.7039
C -0.1375 1.0065 3.5287
H 0.9450 -0.7128 4.5191
C -1.1517 1.0143 2.4847
C -1.3197 -0.3587 2.0469
H -2.0545 -0.6938 1.3248
H -0.1530 -2.2358 2.5224
H 0.0950 1.8564 4.1808
H -1.7607 1.8512 2.1651
Tc 0.7436 0.5546 1.6670
O -0.6601 -0.6693 -1.8742
C 0.3042 -1.4337 -2.6392
C -0.6748 -0.5252 -3.3407
H 1.3302 -1.0827 -2.5538
H 0.1275 -2.5099 -2.7239
H -0.2539 0.4181 -3.7119
H -1.4401 0.0560 -5.8745
C -2.1001 -0.6870 -5.4057
C -1.8357 -1.0688 -4.0708
C -2.6547 -2.0751 -3.4955
H -2.4617 -2.4293 -2.4860
C -3.7160 -2.6261 -4.2280
H -4.3532 -3.3881 -3.7639
C -3.9674 -2.2337 -5.5501
H -4.7916 -2.6785 -6.1222
C -3.1365 -1.2602 -6.1367
H -3.3078 -0.9625 -7.1785
N 3.2105 -0.0963 4.3957
C 3.4921 0.5331 5.3682
N 3.8306 1.0660 6.4838
C 3.8872 2.2377 6.9919
N 4.0133 3.2294 7.6184
*
```

Output
HOMO-LUMO gap (spin up / spin down) in eV: 8.30 / 4.24
Highest occupied orbital energy (spin up / spin down) in eV: -11.0 / -11.0
<S²>: 3.808
Energy above the lowest of the compared OMol25 structures with the same formula, charge and spin in kcal per mole: 0.0


# 7
Formula: C5H5N
Source: the Open Molecules 2025 dataset
Level of theory: ωB97M-V/def2-TZVPD

```
! RIJCOSX wB97M-V def2-TZVPD def2/J DEFGRID3
* xyz 0 1
C -0.7576 -0.6582 -0.9913
C 0.0700 0.2683 -0.4651
C -0.9954 -0.3643 0.4547
C -1.8530 -0.2601 1.7025
C 1.2732 1.1641 -0.5874
N -1.0217 -1.2558 1.5913
H -1.0415 -1.1765 -1.9323
H 1.1286 2.0738 0.1272
H 2.2270 0.8330 -0.2454
H 1.5265 1.5171 -1.5734
H -0.5561 -2.1414 1.9194
*
```

Output
HOMO-LUMO gap in eV: 8.87
Highest occupied orbital energy in eV: -7.9
Energy above the lowest of the compared OMol25 structures with the same formula, charge and spin in kcal per mole: 151.9


# 8
Formula: C43H68FGeN4O4RbSi3
Source: the Open Molecules 2025 dataset
Level of theory: ωB97M-V/def2-TZVPD

```
! RIJCOSX wB97M-V def2-TZVPD def2/J DEFGRID3
* xyz 1 2
Rb -0.6634 1.0828 -0.3204
C -4.6959 -0.0888 1.5201
C -4.3419 0.5875 0.2194
C -4.4706 1.9707 0.0912
C -4.1383 2.6244 -1.0887
C -4.2743 4.1227 -1.2144
C -3.6538 1.8661 -2.1569
C -3.5162 0.4857 -2.0629
C -2.9900 -0.3191 -3.2278
C -3.8730 -0.1399 -0.8675
H -4.1641 0.3789 2.3521
H -4.4312 -1.1470 1.4992
H -5.7664 -0.0107 1.7238
H -4.8435 2.5464 0.9343
H -3.2952 4.6073 -1.2323
H -4.8416 4.5410 -0.3823
H -4.7805 4.3935 -2.1427
H -3.3885 2.3667 -3.0851
H -3.7635 -0.4552 -3.9869
H -2.6573 -1.3045 -2.9012
H -2.1443 0.1784 -3.7060
H -3.7643 -1.2164 -0.7825
F -2.6971 -6.1061 0.1145
C -1.4671 -5.6185 -0.1752
C -1.2940 -4.2649 -0.2219
C -0.0639 -3.7207 -0.5728
C 0.0906 -2.2540 -0.6488
O -0.8506 -1.4883 -0.4330
C 1.4107 -1.8000 -1.0201
C 2.3844 -2.6853 -1.2844
N 2.2391 -4.0475 -1.1942
C 3.3292 -4.9061 -1.5854
C 4.0355 -5.7267 -0.5436
C 4.7161 -4.5452 -1.1676
C 1.0067 -4.5799 -0.8636
C 0.8091 -5.9640 -0.7902
C -0.4189 -6.5027 -0.4546
N -0.5369 -7.9241 -0.3942
C -1.6437 -8.5579 0.3202
C -1.3268 -10.0630 0.4299
N 0.1590 -10.2319 0.2653
C 0.5584 -9.9435 -1.1600
C -0.2037 -8.6831 -1.5956
C 1.5741 -0.2946 -1.1157
O 1.1467 0.2331 -2.1578
O 1.9912 0.2863 -0.0783
H -2.1198 -3.5951 -0.0110
H 3.3718 -2.3602 -1.5826
H 3.2106 -5.3523 -2.5669
H 4.3638 -6.7207 -0.8213
H 3.7023 -5.6205 0.4813
H 5.5065 -4.7149 -1.8842
H 4.8499 -3.6699 -0.5458
H 1.6438 -6.6305 -0.9651
H -2.6093 -8.4449 -0.1765
H -1.7238 -8.1190 1.3117
H -1.7900 -10.6483 -0.3599
H -1.6230 -10.4748 1.3900
H 0.4786 -11.1507 0.5632
H 0.6103 -9.5225 0.8463
H 0.3051 -10.8147 -1.7587
H 1.6364 -9.8025 -1.1643
H -1.1075 -8.9551 -2.1544
H 0.4193 -8.0959 -2.2609
O 0.9754 -0.7423 2.4478
C 1.1943 0.3859 3.2820
C 0.3061 0.2326 4.4944
C -1.1853 0.2922 4.1348
C -1.6730 1.6929 3.8781
C -1.8976 2.5684 4.9401
C -2.3693 3.8429 4.6899
C -2.6149 4.2220 3.3781
C -2.3649 3.2969 2.3842
N -1.9001 2.0628 2.6123
H 1.4357 -0.5907 1.6038
H 0.9512 1.3167 2.7513
H 2.2397 0.4586 3.5959
H 0.5549 1.0109 5.2223
H 0.5270 -0.7321 4.9582
H -1.7699 -0.1390 4.9507
H -1.3607 -0.3085 3.2423
H -1.7092 2.2366 5.9544
H -2.5513 4.5318 5.5057
H -2.9848 5.2087 3.1294
H -2.5450 3.5486 1.3440
C 0.7638 5.3727 2.6458
Si 0.5084 5.8514 0.8498
C -1.2948 6.2885 0.5575
C 1.4864 7.4146 0.5175
Ge 1.1996 4.0365 -0.5382
Si 0.8693 4.5244 -2.8553
C -0.9557 4.7938 -3.1829
C 1.8065 6.0893 -3.2753
C 1.4907 3.1198 -3.9156
Si 3.5001 3.5541 -0.1276
C 4.1745 2.4702 -1.4934
C 4.4628 5.1636 -0.0848
C 3.6726 2.6918 1.5229
H 0.2092 6.0501 3.3056
H 1.8264 5.4360 2.9091
H 0.4280 4.3497 2.8479
H -1.6296 7.0195 1.3034
H -1.9485 5.4151 0.6174
H -1.4253 6.7362 -0.4338
H 1.1968 8.1745 1.2531
H 1.2726 7.8112 -0.4804
H 2.5661 7.2586 0.5931
H -1.3535 5.6113 -2.5725
H -1.5251 3.8880 -2.9455
H -1.1302 5.0377 -4.2372
H 1.5061 6.9289 -2.6407
H 1.6179 6.3648 -4.3203
H 2.8847 5.9408 -3.1526
H 1.2340 2.1492 -3.4800
H 2.5814 3.1609 -4.0044
H 1.0650 3.1789 -4.9240
H 4.4493 3.0635 -2.3722
H 3.4266 1.7286 -1.7924
H 5.0689 1.9387 -1.1472
H 4.1904 5.8277 -0.9115
H 5.5354 4.9473 -0.1602
H 4.2906 5.7008 0.8537
H 3.3418 1.6533 1.4180
H 3.0517 3.1730 2.2862
H 4.7119 2.6993 1.8709
*
```

Output
HOMO-LUMO gap (spin up / spin down) in eV: 5.06 / 6.12
Highest occupied orbital energy (spin up / spin down) in eV: -8.2 / -9.3
<S²>: 0.753
Energy above the lowest of the compared OMol25 structures with the same formula, charge and spin in kcal per mole: 13.7


# 9
Formula: C2H8NO
Source: the Open Molecules 2025 dataset
Level of theory: ωB97M-V/def2-TZVPD

```
! RIJCOSX wB97M-V def2-TZVPD def2/J DEFGRID3
* xyz 1 1
C -1.1565 0.1298 -0.5967
C 1.2828 0.6688 -0.4981
N -0.9785 -0.4933 0.7847
O 1.7340 -0.1945 0.4782
H -1.2802 -0.6851 -1.2730
H -1.6738 1.0261 -0.4191
H 1.3969 0.4532 -1.4820
H 0.9295 1.6125 -0.2634
H -0.0415 -0.1587 1.3390
H -0.8781 -1.4645 0.5075
H -1.7591 -0.1802 1.3516
H 2.4246 -0.7142 0.0714
*
```

Output
HOMO-LUMO gap (spin up / spin down) in eV: 9.09 / 8.53
Highest occupied orbital energy (spin up / spin down) in eV: -13.4 / -13.1
Energy above the lowest of the compared OMol25 structures with the same formula, charge and spin in kcal per mole: 102.0


For reference, electronic energy by record: -1498.223582, -439.372539, -1059.569594, -27089.957495, -617.990404, -1092.787713, -248.032951, -5268.540954, -210.590629 Ha.
For reference, largest force on an atom by record: 0.6, 4.1, 5.1, 3.5, 0.6, 2.6, 2.8, 1.7, 4.7 eV/A.